1.
{
  "formula": "C5H13NO2",
  "method": "ωB97M-V/def2-TZVPD",
  "elements": ["C", "C", "C", "C", "C", "N", "H", "H", "H", "H", "H", "H", "H", "H", "H", "O", "H", "H", "O", "H", "H"],
  "xyz": [[-2.216777, 2.007240, 2.325956], [-2.046439, 1.273721, 1.017820], [-1.129055, 0.336531, 0.866910], [-0.821454, -0.467905, -0.311585], [-0.163067, -1.618094, -0.299627], [0.147982, -2.366100, -1.463643], [-1.907711, 3.049639, 2.272119], [-3.256916, 1.917627, 2.645738], [-1.605220, 1.561766, 3.112601], [-2.710337, 1.557907, 0.207920], [-0.536771, 0.062965, 1.739104], [-1.273231, -0.189192, -1.263369], [0.328877, -2.047958, 0.564568], [0.445702, -3.295883, -1.256818], [-0.495148, -2.283347, -2.229869], [2.865595, -0.816488, -1.484530], [2.211818, -1.521300, -1.380929], [3.371134, -1.135071, -2.265176], [1.899455, 1.594506, -0.064487], [2.168856, 0.886639, -0.684041], [2.522457, 2.309287, -0.047850]],
  "forces_ev_per_angstrom": [[-0.1, -0.5, -0.1], [0.0, 0.6, 0.4], [0.7, -0.9, 0.1], [-1.0, 0.2, -0.2], [0.7, -0.4, -0.6], [0.3, 0.6, 0.7], [-0.3, 0.2, -0.2], [0.0, 0.4, 0.1], [0.0, -0.1, -0.1], [0.1, 0.0, -0.1], [0.0, 0.2, 0.0], [0.1, 0.2, 0.1], [-0.2, 0.3, 0.3], [-0.2, -0.5, -0.2], [-0.1, -0.1, -0.1], [0.6, -0.6, -0.9], [-0.4, 0.2, 0.0], [-0.4, 0.6, 0.8], [-0.9, -0.8, 0.0], [0.3, 0.7, 0.3], [0.6, 0.1, -0.3]],
  "lowdin_charge": [-0.11, -0.17, -0.15, -0.13, -0.21, 0.02, 0.07, 0.07, 0.07, 0.10, 0.11, 0.11, 0.12, 0.07, 0.08, -0.07, 0.00, 0.06, -0.07, 0.00, 0.02],
  "smiles": "C/C=C/C=C/N.O.O",
  "homo_energy_ev": -7.7,
  "gap_ev": 8.38,
  "energy_ev": -10980.05363,
  "relative_energy_kcal_mol": 42.1
}

---

2.
{
  "formula": "C5H13NO2",
  "method": "ωB97M-V/def2-TZVPD",
  "elements": ["C", "C", "C", "C", "C", "O", "H", "H", "H", "H", "H", "H", "H", "H", "H", "H", "N", "O", "H", "H", "H"],
  "xyz": [[-0.265698, -0.492572, 1.209642], [0.951138, -0.076931, 0.119777], [0.796434, -0.886210, -1.162610], [2.304188, -0.343587, 0.771574], [0.719656, 1.371312, -0.069747], [-0.090466, 1.866576, -0.839145], [-1.282243, -0.196426, 0.965670], [-0.010588, 0.044912, 2.122386], [-0.220943, -1.565576, 1.354239], [-0.164777, -0.730724, -1.636091], [1.559404, -0.606104, -1.885418], [0.889958, -1.947494, -0.941985], [2.414421, 0.216929, 1.699154], [2.409043, -1.403868, 0.997857], [3.118664, -0.060315, 0.103183], [1.216294, 2.017306, 0.673883], [-3.209123, 0.543768, -0.277829], [-2.159275, 0.275199, -1.193599], [-3.793139, 1.274466, -0.689567], [-3.762509, -0.312452, -0.250859], [-1.420437, 1.011791, -1.070518]],
  "forces_ev_per_angstrom": [[1.7, 1.0, -0.8], [-1.7, -1.3, 0.9], [-0.1, 0.1, 0.0], [-0.2, 0.1, 0.0], [-1.0, 0.5, 0.1], [0.9, 0.0, 0.4], [0.2, 0.0, -0.6], [0.0, -0.3, 0.3], [0.2, -0.1, 0.1], [-0.2, 0.0, 0.0], [0.2, 0.0, -0.1], [0.1, -0.1, 0.0], [0.0, 0.0, 0.1], [0.0, 0.0, 0.0], [0.0, 0.0, 0.0], [0.2, 0.2, -0.2], [-0.1, 0.4, 0.5], [1.3, 1.4, -0.4], [0.0, -0.3, 0.0], [0.2, 0.2, -0.2], [-1.9, -1.8, -0.1]],
  "lowdin_charge": [0.02, -0.52, -0.04, -0.06, -0.19, 0.04, 0.04, 0.07, 0.08, 0.06, 0.09, 0.09, 0.08, 0.09, 0.09, 0.14, -0.06, -0.22, 0.07, 0.07, 0.06],
  "smiles": "CC(C)(C)C=O.NO",
  "homo_energy_ev": -8.7,
  "gap_ev": 9.38,
  "energy_ev": -10978.69279,
  "relative_energy_kcal_mol": 73.5
}